{
  "formula": "C9H9NO",
  "method": "ωB97M-V/def2-TZVPD",
  "relative_energy_kcal_mol": 94.06,
  "molar_mass_g_mol": 147.2,
  "homo_ev": -9.5,
  "homo_lumo_gap_ev": 9.55,
  "fmax_ha_per_bohr": 0.08605,
  "smiles": "N#C/C1=C\\C=C/C(=O)CCC1",
  "e_lumo_ha": 0.0023,
  "total_charge": 0,
  "spin_multiplicity": 1,
  "symbols": ["N", "C", "C", "C", "C", "C", "C", "O", "C", "C", "C", "H", "H", "H", "H", "H", "H", "H", "H", "H"],
  "positions_angstrom": [[-2.95031, 1.66554, -0.75941], [-1.96818, 1.41760, -0.23328], [-0.67126, 1.16487, 0.29926], [-0.53374, 0.57974, 1.47358], [-1.57218, -0.37134, 1.81539], [-1.86006, -1.28029, 0.87926], [-1.14919, -1.19406, -0.52864], [-1.92205, -1.19943, -1.42423], [0.32411, -1.08329, -0.58041], [0.78829, 0.21700, -1.38642], [0.45522, 1.52816, -0.65534], [0.34963, 0.74558, 2.05894], [-2.18098, -0.37106, 2.78985], [-2.47520, -2.05195, 1.37103], [0.81495, -1.08523, 0.41915], [0.53104, -2.02673, -1.14496], [1.80030, 0.01512, -1.68830], [0.27552, 0.26034, -2.36302], [1.36239, 1.81005, -0.13352], [0.15112, 2.38187, -1.45335]],
  "forces_ev_per_a": [[-1.0, 0.4, -0.3], [0.4, -0.5, -0.2], [0.6, 2.2, -1.5], [-0.6, 0.4, 0.8], [-1.1, 0.2, 1.8], [1.1, -0.4, 1.3], [-2.1, -0.5, 3.9], [-0.2, -0.2, -2.4], [1.2, 0.3, -1.3], [-1.3, -1.8, -1.0], [-0.2, 1.3, -1.0], [0.5, -0.4, 0.2], [1.4, 0.0, -1.3], [-0.2, -0.1, -1.7], [-0.5, -0.3, -0.8], [0.7, 0.8, 0.3], [0.8, 0.6, 0.3], [-0.2, -0.4, 0.5], [0.0, 0.5, 0.4], [0.7, -2.0, 2.1]]
}

{
  "formula": "C28H21N9O6PbSSe4Te",
  "method": "ωB97M-V/def2-TZVPD",
  "relative_energy_kcal_mol": 0.00,
  "molar_mass_g_mol": 1262.2,
  "homo_ev": -1.9,
  "homo_lumo_gap_ev": 5.67,
  "fmax_ha_per_bohr": 0.02547,
  "e_lumo_ha": 0.1393,
  "total_charge": -2,
  "spin_multiplicity": 1,
  "symbols": ["Pb", "C", "C", "C", "C", "N", "C", "N", "C", "N", "C", "N", "C", "C", "C", "C", "C", "N", "C", "C", "C", "C", "C", "C", "H", "H", "H", "H", "H", "H", "H", "H", "H", "H", "H", "H", "N", "C", "C", "C", "C", "C", "C", "S", "O", "O", "N", "C", "N", "C", "C", "C", "N", "H", "H", "H", "H", "H", "H", "H", "H", "H", "Se", "Se", "Te", "Se", "O", "Se", "O", "O", "O"],
  "positions_angstrom": [[-0.89295, 0.37321, -0.90311], [-4.59852, 2.75947, -0.08909], [-4.25843, 4.09385, -0.15985], [-2.97184, 4.50097, 0.10233], [-1.98270, 3.52499, 0.33920], [-2.31667, 2.21580, 0.38504], [-3.60876, 1.86328, 0.24676], [-0.66640, 3.98674, 0.50950], [0.41973, 3.27685, 0.53348], [0.67997, 1.93233, 0.46107], [2.05072, 1.76275, 0.43607], [2.83172, 0.74153, 0.24998], [2.52225, -0.58403, 0.00428], [3.60499, -1.40089, -0.46832], [3.39738, -2.74170, -0.68495], [2.13341, -3.28895, -0.46235], [1.15263, -2.44627, 0.00790], [1.31115, -1.12787, 0.21008], [2.71893, 3.10210, 0.61658], [4.04604, 3.48949, 0.72601], [4.30800, 4.83237, 0.90969], [3.29446, 5.76644, 0.96964], [1.96884, 5.37766, 0.85762], [1.70282, 4.03755, 0.66663], [-5.58358, 2.40646, -0.36725], [-4.97979, 4.82999, -0.44288], [-2.65070, 5.53428, 0.06658], [-3.80897, 0.81376, 0.33736], [4.54983, -0.89534, -0.59675], [4.23048, -3.36647, -1.01325], [1.94199, -4.34067, -0.63051], [0.15255, -2.84998, 0.20673], [4.85808, 2.77185, 0.64528], [5.33042, 5.18174, 0.95777], [3.53309, 6.81821, 1.08400], [1.16811, 6.10373, 0.91467], [2.15685, -4.40955, 3.57076], [0.95466, -3.80547, 3.13243], [-0.11532, -4.61696, 2.75570], [-1.29576, -4.03492, 2.35327], [-1.41944, -2.66918, 2.32364], [-0.39897, -1.85285, 2.78599], [0.78793, -2.43372, 3.20269], [-2.87537, -1.94464, 1.58390], [-3.96583, -2.85234, 1.82607], [-3.01747, -0.63473, 2.18216], [-2.43747, -1.71888, 0.06969], [-2.17065, -2.67959, -0.81937], [-1.55817, -2.17660, -1.92198], [-1.24846, -3.00128, -2.88620], [-1.48217, -4.36678, -2.79188], [-2.02576, -4.80279, -1.60615], [-2.37706, -3.99773, -0.61955], [2.32136, -5.23993, 3.01557], [2.94765, -3.76424, 3.47467], [0.00089, -5.69641, 2.74089], [-2.15513, -4.62367, 2.01993], [-0.54348, -0.78102, 2.79561], [1.64813, -1.83850, 3.49445], [-0.77779, -2.54700, -3.74197], [-1.21341, -5.04308, -3.58949], [-2.18190, -5.86465, -1.40754], [-2.93759, 0.20650, -3.19880], [-4.29279, 2.06969, -3.48137], [-2.76668, 3.97916, -3.98239], [-0.75733, 3.42483, -2.76396], [0.15705, 2.44990, -4.06484], [1.63236, 1.67894, -3.40644], [2.15133, 2.78716, -2.34246], [1.12033, 0.31752, -2.64750], [2.54715, 1.42758, -4.68151]],
  "forces_ev_per_a": [[0.1, -0.2, -0.1], [-0.2, -0.3, 0.1], [0.3, 0.3, 0.1], [0.7, -0.3, 0.1], [0.4, -0.5, 0.2], [-0.2, 0.5, 0.2], [0.7, 0.3, -0.3], [-0.7, -0.2, -0.2], [0.0, 0.3, 0.2], [0.3, 0.0, -0.4], [0.3, 0.1, -0.2], [-0.1, 0.0, 0.1], [0.0, -0.4, -0.3], [-0.8, 0.6, 0.6], [0.4, 0.1, -0.1], [0.3, 0.0, 0.2], [-0.5, 0.1, -0.2], [0.2, 0.0, 0.0], [-0.2, -0.1, 0.1], [-0.1, -0.7, -0.1], [0.6, 0.1, -0.2], [-0.4, 0.4, 0.0], [-0.3, 0.1, -0.1], [0.1, -0.5, 0.3], [0.0, 0.0, 0.2], [-0.5, 0.3, -0.1], [-0.1, 0.0, 0.0], [-0.1, -0.4, 0.0], [0.1, -0.1, -0.1], [-0.2, 0.1, 0.0], [-0.1, 0.0, 0.0], [0.4, 0.2, 0.0], [-0.2, 0.0, 0.0], [0.1, -0.1, 0.1], [0.0, 0.0, 0.1], [-0.1, -0.1, -0.1], [0.3, 0.4, -0.4], [-0.2, -0.4, 0.6], [0.3, 0.0, -0.1], [-0.6, -0.8, -0.4], [-0.4, 0.8, 0.0], [0.1, 0.0, 0.0], [0.2, 0.2, -0.2], [0.3, 0.2, 0.9], [-0.2, -0.4, -0.4], [0.1, 0.0, -0.3], [-0.4, 0.5, 0.6], [0.4, -0.2, -0.1], [-0.1, 0.1, 0.1], [0.1, -0.2, -0.1], [0.2, -0.2, -0.4], [-0.1, -0.3, 0.2], [-0.2, 0.4, 0.3], [0.3, 0.0, 0.1], [-0.4, -0.5, 0.0], [0.0, 0.0, 0.1], [0.4, 0.1, 0.1], [0.1, 0.0, -0.1], [-0.2, 0.2, 0.1], [0.2, 0.0, -0.3], [0.0, 0.0, 0.0], [0.0, 0.1, -0.1], [-0.1, 0.1, 0.0], [-0.5, -0.5, 0.1], [0.1, 0.4, -0.6], [0.8, -0.2, 0.2], [0.1, 0.0, 0.1], [-0.5, 0.4, 1.1], [-0.1, -0.2, -0.2], [-0.2, 0.3, -0.2], [0.3, -0.2, -0.6]]
}

{
  "formula": "C5H11N3",
  "method": "ωB97M-V/def2-TZVPD",
  "relative_energy_kcal_mol": 139.65,
  "molar_mass_g_mol": 113.2,
  "homo_ev": -6.6,
  "homo_lumo_gap_ev": 7.34,
  "fmax_ha_per_bohr": 0.10004,
  "smiles": "C[C@@H]1[C@@H]2C(N)(N)[C@]12N",
  "e_lumo_ha": 0.0255,
  "total_charge": 0,
  "spin_multiplicity": 1,
  "symbols": ["C", "C", "C", "C", "N", "N", "C", "N", "H", "H", "H", "H", "H", "H", "H", "H", "H", "H", "H"],
  "positions_angstrom": [[2.08074, 1.28663, 0.17567], [1.41151, 0.09924, -0.42477], [-0.07068, 0.23489, -1.06985], [-1.21226, -0.01035, -0.14311], [-2.21398, -0.97396, -0.55243], [-1.79470, 0.99588, 0.70688], [0.21109, -0.51833, 0.19871], [0.28670, -1.96410, 0.41873], [2.53934, 1.89772, -0.60796], [1.37707, 1.90029, 0.74361], [2.88481, 0.95856, 0.84378], [2.09803, -0.55049, -0.95884], [-0.08805, 1.25682, -1.43657], [-2.60861, -1.39637, 0.28457], [-1.74121, -1.74172, -1.03133], [-1.42822, 1.92441, 0.51410], [-2.78712, 1.10088, 0.50284], [1.23626, -2.30890, 0.54046], [-0.18071, -2.19109, 1.29552]],
  "forces_ev_per_a": [[0.1, 0.5, 0.0], [-2.8, 0.7, 2.5], [-0.5, 1.6, -4.9], [2.2, 0.5, 2.0], [0.9, 0.1, 0.3], [-0.6, 0.8, 0.0], [1.3, -4.3, 1.7], [0.2, 0.4, 0.1], [0.0, 0.1, 0.1], [0.1, -0.1, 0.0], [-0.1, 0.1, 0.0], [-0.4, -0.3, -0.1], [-0.1, -0.5, -0.9], [-0.2, 0.1, 0.0], [-0.1, 0.4, -0.1], [0.3, -0.3, 0.1], [0.1, -0.4, -0.1], [-0.1, 0.3, -0.3], [-0.3, 0.1, -0.4]]
}

{
  "formula": "C6H19N2",
  "method": "ωB97M-V/def2-TZVPD",
  "relative_energy_kcal_mol": 42.83,
  "molar_mass_g_mol": 119.2,
  "homo_ev": [-20.0, -19.9],
  "homo_lumo_gap_ev": [13.18, 6.19],
  "fmax_ha_per_bohr": 0.05732,
  "e_lumo_ha": [-0.2489, -0.5047],
  "total_charge": 2,
  "spin_multiplicity": 2,
  "symbols": ["C", "N", "C", "C", "H", "H", "H", "H", "H", "H", "H", "H", "H", "C", "C", "C", "N", "H", "H", "H", "H", "H", "H", "H", "H", "H", "H"],
  "positions_angstrom": [[0.40321, 2.45212, 0.47094], [-0.16506, 1.41134, -0.40220], [-1.54871, 1.64725, -0.81180], [0.66811, 1.29359, -1.58491], [-0.34455, 2.64174, 1.27090], [0.56705, 3.40418, -0.08617], [1.29390, 2.09093, 1.01236], [-2.00149, 0.76336, -1.27346], [-2.11348, 1.78154, 0.11611], [-1.65153, 2.59090, -1.38009], [0.21265, 0.59358, -2.30096], [1.66265, 0.88156, -1.28576], [0.79818, 2.29360, -2.07590], [-0.78048, -2.34441, -0.27277], [0.12977, -1.95761, 0.85816], [1.62986, -2.04976, 0.44482], [-0.28626, -0.58719, 1.30828], [-1.88876, -2.38126, -0.09841], [-0.70499, -1.70088, -1.18770], [-0.48254, -3.34465, -0.62144], [0.00821, -2.60973, 1.73675], [1.97579, -1.20343, -0.16620], [1.77290, -2.98938, -0.11591], [2.25169, -2.16221, 1.34297], [-1.23304, -0.67575, 1.58343], [0.20782, -0.33610, 2.17913], [-0.18172, 0.34577, 0.38116]],
  "forces_ev_per_a": [[-0.8, 0.4, 2.3], [0.4, 2.3, -1.8], [-1.6, -0.4, 1.7], [1.6, -1.8, -0.9], [0.4, 0.1, -0.5], [0.1, -0.8, 0.2], [0.0, 0.2, -0.8], [0.4, 0.3, -0.5], [-0.1, 0.3, -0.1], [0.3, -0.5, -0.1], [0.1, 0.3, 0.2], [-0.6, 0.6, -0.4], [-0.2, -0.7, 0.6], [-1.2, -0.6, -1.4], [0.8, 0.4, -1.5], [-0.3, -0.4, 0.6], [1.8, -0.1, 0.1], [1.0, 0.0, 0.5], [0.5, -0.2, 0.8], [-0.3, 0.3, 0.1], [-0.3, 0.2, 0.1], [-0.2, -0.3, 0.2], [-0.1, 0.5, 0.1], [0.0, 0.3, -0.3], [-1.8, 0.4, 0.0], [0.3, 0.5, -0.5], [-0.1, -1.4, 1.2]]
}

- What is the formula in the third record?
  C5H11N3